Record 1
C62H57F8N2P | wB97M-V/def2-TZVPD

```
130
Properties=species:S:1:pos:R:3:forces:R:3
C -2.79806 0.34983 0.77813 0.553 0.240 0.441
H -7.84926 1.70417 -0.11676 0.025 -0.004 0.000
C -11.07543 -1.51093 0.07679 -0.004 -0.020 0.153
H 1.44642 0.66430 2.65250 0.303 -0.104 0.066
C 2.02085 -1.57165 0.16064 -0.597 0.306 0.595
C -2.86536 -0.77743 1.58733 -0.244 -0.009 -0.311
H 2.26383 -1.35129 3.12073 -0.141 -0.029 0.147
H 0.01534 -3.83490 -6.24202 0.015 -0.016 -0.007
H 4.60442 4.95326 1.60911 0.034 -0.028 -0.019
C -2.02619 -0.92596 2.68559 0.037 0.231 -0.315
C 0.19187 6.53917 -3.63418 0.029 -0.197 0.102
H 4.87727 -1.12978 -6.30020 -0.013 -0.013 0.026
C -10.36585 0.31361 1.43491 -0.069 -0.204 -0.006
N 0.51430 1.13344 -1.03394 -0.344 -0.167 -0.539
H -0.05855 2.52551 3.48376 -0.070 0.470 0.010
C 1.47421 6.02909 -3.58438 0.125 0.110 -0.089
F -5.77927 0.21268 -0.52908 -0.031 -0.035 0.014
C -7.49785 1.69632 -1.14061 -0.092 0.009 0.254
C 0.32859 -3.17993 -2.45309 -0.023 0.050 0.182
C 3.00580 -4.11839 6.50057 -0.272 -0.058 0.162
F 4.16500 -1.07853 -3.81568 0.006 -0.015 0.029
H 4.03727 -4.40525 6.61880 0.058 0.010 0.003
H 1.39348 2.18404 -5.14930 0.000 0.006 0.019
H 3.10873 -5.29872 3.15052 0.021 0.010 0.025
C -7.66485 2.40724 -3.43334 -0.033 0.024 -0.031
C -1.09248 0.06404 2.96778 0.075 0.187 -0.095
C 2.09212 1.80874 0.91351 0.145 0.492 0.053
C 2.00296 -4.87192 7.09523 -0.007 -0.009 0.016
H 2.33750 0.69914 -3.40035 -0.008 -0.013 -0.005
C 5.63235 7.69288 -0.09415 -0.031 -0.116 0.051
H -5.04986 0.28261 -3.00605 -0.014 -0.015 0.023
H 6.01190 8.69186 0.07258 0.014 0.007 -0.020
H -1.46483 4.22341 -1.83477 -0.010 0.012 -0.006
H 5.46930 7.23788 1.99519 0.000 -0.008 0.001
H -0.41302 -0.01971 3.80642 -0.093 -0.178 0.113
C 4.41870 1.68021 1.55925 0.041 -0.354 -0.628
C -8.13041 2.44077 -2.12529 0.081 -0.054 -0.110
C -5.91631 0.88900 -2.77639 0.143 -0.096 -0.050
H 2.17996 1.99249 -7.48838 0.005 0.000 0.000
H 3.91744 0.33066 -8.06996 0.024 -0.005 0.000
H 2.28061 6.54296 -4.09114 -0.014 0.018 0.019
H 2.25806 -5.75046 7.67264 -0.002 0.006 0.007
H 2.15549 -1.45409 -0.90903 0.107 0.212 -0.130
H -1.86161 6.34676 -3.07523 0.018 0.015 -0.028
H 3.45705 -2.40990 5.27579 -0.011 0.061 0.029
C 0.34272 -3.37308 6.20863 -0.181 0.044 -0.045
H 5.69989 7.84939 -2.24616 -0.019 -0.020 -0.011
H 6.61457 -8.78272 3.02969 0.021 0.011 0.004
H 2.69026 4.44103 -2.82212 0.028 0.028 -0.067
H -8.98834 3.04829 -1.86937 -0.005 -0.005 0.026
H 0.84107 3.29203 -1.71273 -0.196 0.138 -0.132
F 4.79155 5.50481 -2.84279 0.054 0.002 -0.055
H -8.16238 2.98678 -4.19949 0.005 -0.002 -0.002
C -0.64188 4.73281 -2.31974 0.098 0.037 -0.004
H 2.31550 2.87029 0.76003 -0.020 0.111 -0.060
C -6.56042 1.63068 -3.75662 -0.071 0.042 0.081
C 2.59542 1.35105 -6.72268 -0.003 0.003 -0.038
C 3.72543 -7.18084 2.28943 0.091 -0.044 0.033
C -1.85688 1.33182 1.07435 -0.059 -0.214 0.255
C -10.61453 -0.20711 0.18205 0.031 0.125 -0.224
C -10.56484 -0.42208 2.58518 0.028 0.063 0.170
H 4.59619 -9.02492 1.62546 -0.003 0.004 -0.003
C 1.35618 -2.64415 5.62018 0.081 -0.243 0.176
C 1.17532 1.46297 -0.16146 0.252 -0.484 0.312
H -0.09663 3.13188 1.79861 -0.045 0.197 0.022
H -0.19353 -1.53291 -5.36327 0.021 0.007 -0.004
H -11.26770 -1.93500 -0.89938 -0.004 0.019 -0.014
H 2.11136 2.30466 2.95864 0.332 -0.301 0.209
C 0.64135 4.20901 -2.24983 0.149 -0.090 0.094
C 0.04857 2.26301 2.43300 0.287 -1.123 0.425
H 2.10918 -2.63793 0.35858 0.083 -0.118 0.124
P 3.40526 -0.80215 1.05712 2.525 -1.144 -0.878
H 4.26248 4.13855 -0.71423 0.043 -0.011 -0.025
C 2.68499 -2.99683 5.75053 0.057 0.101 -0.056
H -3.45133 0.47889 -0.06819 -0.111 -0.109 -0.068
H -6.19801 1.60067 -4.77531 0.023 -0.002 0.001
C 5.84695 -8.02103 3.04873 -0.118 0.042 -0.047
H 1.01759 -1.25157 0.44452 -0.096 0.004 -0.033
H -1.77023 2.21105 0.45279 -0.054 0.071 -0.114
H -3.58645 -1.54182 1.32977 -0.015 -0.100 0.147
H -10.35377 0.01967 3.54986 -0.004 0.023 -0.018
C 4.96556 5.95787 -1.58372 0.028 0.074 0.280
C 4.11072 -0.40253 -6.06824 0.108 -0.115 -0.057
H -0.68603 -3.06039 6.08671 0.015 0.017 -0.020
F -9.91266 1.58131 1.53671 0.021 0.026 -0.004
C 1.48855 1.69258 2.31172 -0.693 0.715 -0.168
H 2.84201 -7.28357 1.67385 -0.014 0.011 0.006
H 3.60378 -0.30116 3.44254 0.311 0.026 0.062
F 5.14896 -4.86697 4.66656 0.175 0.012 -0.101
H -2.10669 -1.82121 3.28404 0.096 -0.004 0.168
C 3.43018 1.02814 0.72816 -1.650 0.106 0.528
C -11.28848 -2.26858 1.22046 -0.012 -0.045 -0.005
C 3.57234 0.41936 -7.04858 -0.069 0.045 0.091
C 0.34270 -4.71095 -4.31664 0.017 -0.153 -0.079
C 3.65099 -0.28050 -4.77224 -0.074 0.100 -0.145
H 3.72779 1.14348 -0.31120 0.212 -0.136 -0.129
C -0.99400 1.19904 2.16228 -0.342 0.137 -0.630
C 2.67883 0.63548 -4.42660 -0.077 0.036 0.224
C 4.83611 5.59585 0.76992 -0.015 0.091 0.007
H -11.65117 -3.28424 1.13623 0.001 0.001 0.005
C 3.86838 -6.06865 3.10603 -0.138 0.130 -0.009
N 5.22989 2.25278 2.12241 0.493 0.409 0.681
C 0.67356 -4.49902 6.94797 0.108 -0.002 -0.030
H 0.00939 -1.11675 -2.93225 -0.008 -0.006 0.035
C -11.03472 -1.72262 2.47164 0.000 0.011 -0.122
F -0.03073 7.68197 -4.31427 -0.011 0.022 -0.008
C 5.45785 7.23222 -1.39115 0.028 0.123 -0.162
H -10.44783 0.40335 -0.69598 0.028 0.005 0.018
H -11.20294 -2.31059 3.36375 0.015 0.006 0.015
H -0.10946 -5.08642 7.40827 -0.017 0.016 0.005
C 0.10597 -3.65011 -5.18004 0.003 0.078 0.103
C 3.29741 -1.15966 2.85176 -1.396 0.493 -0.222
F 0.67733 -5.48144 -2.11848 0.002 -0.024 0.023
C 4.71167 -8.15741 2.26117 0.007 -0.043 -0.018
F 1.02934 -1.54909 4.89432 -0.092 0.009 0.155
H 0.44702 -5.72369 -4.68255 -0.007 -0.004 0.027
C 0.09862 -2.12337 -3.32247 0.015 -0.033 -0.086
C 1.69447 4.85584 -2.87809 -0.137 0.036 -0.033
H 3.85591 -2.04786 3.11648 0.414 0.003 -0.233
C 6.00301 -6.90814 3.86229 0.156 0.015 0.120
C -0.87231 5.91305 -3.01285 -0.136 0.052 -0.013
C 0.44845 -4.45550 -2.96450 -0.027 0.163 -0.169
H 6.88279 -6.77786 4.47836 -0.019 0.019 0.008
C -6.40008 0.93438 -1.48433 -0.093 0.114 -0.187
H 0.41100 -3.01798 -1.38790 -0.032 -0.051 0.008
C -0.01375 -2.35766 -4.68641 -0.003 0.026 -0.040
C 5.32517 6.87653 0.98592 0.004 0.045 0.019
C 2.15301 1.45873 -5.41144 0.002 -0.016 -0.044
C 5.00799 -5.95289 3.87540 -0.070 -0.157 -0.147
C 4.64753 5.13241 -0.52328 -0.069 -0.173 -0.060
```
Forces are in eV/Å.

## Properties
E_HOMO, Ha: -0.299
Total charge: 0
Structure (SMILES): CP(C)[C@H](C#N)[C@@H](C#N)CCc1ccccc1.Fc1ccccc1.Fc1ccccc1.Fc1ccccc1.Fc1ccccc1.Fc1ccccc1.Fc1ccccc1.Fc1ccccc1.Fc1ccccc1

Atomic partial charges in e from the Löwdin method, atoms 1 to 2: -0.07 0.11



Record 2
C2H5ClN4O2 | wB97M-V/def2-TZVPD

```
14
Properties=species:S:1:pos:R:3:forces:R:3
H -2.03920 -0.14954 0.96082 0.067 -0.702 1.801
O 2.06337 2.06739 -0.53015 0.485 0.164 -0.591
Cl 3.42096 -0.05964 0.11005 2.342 -2.188 0.420
N -1.87174 -0.40397 0.02610 -2.430 0.748 -2.754
N -1.06425 -1.35038 -0.33498 0.256 0.264 0.141
N 0.68925 0.17848 0.17619 -0.309 -0.541 -0.931
H -0.48313 1.20371 1.45677 0.075 -0.454 -1.686
H -1.19677 -1.88611 -1.22277 -0.331 0.784 0.540
C 0.41615 -1.12444 -0.04798 1.151 -2.887 1.482
O 1.15810 -2.04632 -0.00789 -0.572 0.606 -0.675
C 2.39748 0.99970 -0.30772 -1.927 2.670 -0.093
H -0.42128 1.72003 -0.17435 0.056 2.654 -1.658
H -2.78454 -0.12506 -0.52770 2.281 -0.872 0.411
N -0.28439 0.97612 0.42361 -1.146 -0.245 3.594
```
Forces are in eV/Å.

## Properties
E_HOMO (spin up / spin down), Ha: -0.724 / -0.724
Total charge: +2

Atomic partial charges in e from the Löwdin method, atoms 1 to 2: 0.14 0.25



| no. | electronic energy (eV) |
| --- | --- |
| 1 | -99226.455 |
| 2 | -24708.171 |